The following is a quantum chemistry calculation of 5 unconnected molecules or ions with the total composition C31H33N4O15P at a distorted geometry, from OMol25.

CARTESIAN COORDINATES (ANGSTROEM)
O: 1.97359 1.81741 5.24180
C: 2.11310 2.71288 4.48778
O: 1.68373 3.97826 4.63802
C: 1.57651 4.52036 3.24248
C: 1.41688 6.02413 3.30124
C: 0.34246 6.67381 2.39180
C: -0.40654 5.76068 1.41895
C: -1.62436 5.12402 2.09338
O: -2.14274 4.00783 1.38562
C: 2.90396 3.95837 2.81105
P: 3.43058 4.16873 1.08611
O: 2.39096 4.70573 0.19709
O: 4.02611 2.77993 0.58648
O: 4.71270 5.08203 1.22470
O: 2.76693 2.59470 3.28444
H: 0.74242 3.93575 2.86607
H: 2.38338 6.45822 3.03820
H: 1.24231 6.31826 4.33293
H: 0.78259 7.49225 1.82638
H: -0.40402 7.14238 3.03627
H: 0.22679 5.00248 0.96749
H: -0.78908 6.36214 0.59409
H: -1.37971 4.82704 3.12187
H: -2.41464 5.86898 2.15594
H: -1.42876 3.37090 1.27960
H: 3.71198 4.36810 3.42219
H: 3.30351 2.18611 0.33687
H: 4.76560 5.69533 0.47055
O: -0.19462 -2.14125 1.41103
N: 0.69423 -2.79930 0.91693
O: 0.52710 -3.84706 0.31908
C: 2.07280 -2.30151 1.04622
C: 2.29738 -1.13148 1.74793
C: 3.59902 -0.67575 1.87966
C: 4.64820 -1.38792 1.31192
C: 4.39880 -2.55783 0.60662
C: 3.10093 -3.02357 0.47021
H: 1.47537 -0.58646 2.18811
H: 3.79410 0.23507 2.43067
H: 5.66330 -1.03020 1.42245
H: 5.21580 -3.11122 0.16496
H: 2.89550 -3.93334 -0.07330
O: 5.43709 6.27900 -1.53444
N: 5.01422 6.17923 -2.67584
O: 4.55243 7.09450 -3.31654
C: 5.04846 4.84676 -3.30131
C: 5.55540 3.79429 -2.56888
C: 5.54742 2.52523 -3.12203
C: 5.05174 2.33538 -4.40549
C: 4.56097 3.41277 -5.13422
C: 4.55289 4.68290 -4.58078
H: 5.93910 3.96031 -1.57359
H: 5.92724 1.68809 -2.55304
H: 5.04469 1.34440 -4.83948
H: 4.17583 3.26185 -6.13286
H: 4.16311 5.52456 -5.13317
O: -3.98260 -9.30368 3.07265
N: -3.03796 -8.55156 2.93937
O: -2.00408 -8.62521 3.57246
C: -3.15354 -7.47745 1.93937
C: -4.33126 -7.35279 1.22648
C: -4.43888 -6.33157 0.29709
C: -3.37852 -5.45835 0.09233
C: -2.19987 -5.60300 0.81382
C: -2.08504 -6.62111 1.74785
H: -5.14934 -8.03689 1.39361
H: -5.35485 -6.21476 -0.26657
H: -3.47548 -4.65923 -0.63001
H: -1.37123 -4.92401 0.65325
H: -1.17620 -6.74414 2.31751
O: -5.58505 -3.35847 -1.27777
N: -6.75285 -3.60548 -1.50598
O: -7.67379 -3.34188 -0.76280
C: -7.06996 -4.28507 -2.77383
C: -6.03643 -4.63390 -3.62279
C: -6.33909 -5.28970 -4.80493
C: -7.65917 -5.58252 -5.12069
C: -8.68267 -5.21706 -4.25636
C: -8.39081 -4.56309 -3.07051
H: -5.01369 -4.40075 -3.36766
H: -5.54319 -5.57396 -5.47901
H: -7.89100 -6.09832 -6.04294
H: -9.71013 -5.44381 -4.50440
H: -9.17804 -4.27649 -2.38976

The HOMO energy comes out at -9.633 eV. The value obtained for the orbital gap is 8.68 eV. The total charge is 0.

---

The following is a quantum chemistry calculation of a molecular structure, C15H38GaN4O5, from OMol25.

CARTESIAN COORDINATES (ANGSTROEM)
C: 1.03376 0.28070 -4.26855
N: 0.41033 1.43834 -3.64645
C: -0.96542 1.20436 -3.17145
Ga: -2.34401 0.92701 -4.65103
O: -3.92740 0.18329 -3.70456
C: -3.92644 -1.08037 -3.63921
N: -3.94501 -2.24087 -3.57187
H: 0.45615 -0.61308 -4.06374
H: 2.02702 0.11215 -3.84921
H: 1.12710 0.35990 -5.34939
H: 0.45123 2.24689 -4.24622
H: -1.27369 2.04110 -2.54945
H: -0.95419 0.31598 -2.54704
H: -1.88844 -0.24156 -5.64738
H: -2.74295 2.27027 -5.42056
C: 3.62386 2.51024 3.67486
O: 4.49348 3.07325 2.71508
C: 5.18321 2.12680 1.90790
C: 4.66181 2.10220 0.48719
N: 3.32640 1.53249 0.41125
C: 2.65521 1.69169 -0.88282
C: 2.39121 3.09497 -1.40571
O: 1.41941 3.82316 -0.67252
C: 1.88680 4.46838 0.48999
H: 3.33647 3.30670 4.35984
H: 2.71436 2.10134 3.22262
H: 4.12084 1.72107 4.24740
H: 5.14121 1.12932 2.35593
H: 6.23145 2.43905 1.88364
H: 5.33933 1.49463 -0.12156
H: 4.70416 3.13167 0.10484
H: 2.74767 1.94997 1.12686
H: 1.68868 1.19029 -0.81137
H: 3.23311 1.14861 -1.63684
H: 1.97460 2.96852 -2.40445
H: 3.30707 3.69350 -1.51353
H: 2.91941 4.81327 0.38094
H: 1.81111 3.82357 1.37201
H: 1.24799 5.33543 0.66591
C: -2.04816 -0.54681 0.36516
O: -3.29372 -1.14840 0.65738
C: -3.60977 -2.27144 -0.16631
C: -3.53892 -3.56287 0.61992
N: -2.16825 -3.90876 0.98114
C: -2.03979 -4.98751 1.95211
C: -2.66206 -4.81166 3.33435
O: -2.03029 -3.84196 4.14947
C: -2.42440 -2.50163 3.91461
H: -2.01754 0.40928 0.88717
H: -1.20087 -1.15359 0.70936
H: -1.93786 -0.35959 -0.70541
H: -2.97670 -2.30730 -1.05414
H: -4.63650 -2.13489 -0.50923
H: -3.95931 -4.36813 0.01059
H: -4.18093 -3.44002 1.50440
H: -1.70517 -3.08703 1.34426
H: -0.97099 -5.16550 2.09809
H: -2.45352 -5.89894 1.50657
H: -2.53978 -5.76008 3.86556
H: -3.74068 -4.62039 3.28359
H: -3.47187 -2.43157 3.61277
H: -1.79785 -2.02220 3.15895
H: -2.29200 -1.95329 4.84830

The HOMO energy comes out at -4.237 eV. The value obtained for the orbital gap is 6.63 eV. The total charge is -1.

---

The following is a quantum chemistry calculation of a molecular structure, C2H2MgO2 at a distorted geometry, from OMol25.

CARTESIAN COORDINATES (ANGSTROEM)
H: -1.86868 -0.42512 -0.91120
O: 0.41254 -1.36387 0.29409
C: -0.90271 -1.00169 0.22065
C: -1.24170 0.33649 -0.07489
O: -0.24677 1.16821 -0.37681
H: -1.61556 -1.54062 0.86578
Mg: 1.36669 0.27902 0.20662

The energy above the lowest of the compared OMol25 structures with the same formula, charge and spin is 0.00 kJ/mol. The HOMO energy (spin up / spin down) comes out at -6.814 / -6.813 eV. The value obtained for the orbital gap (spin up / spin down) is 4.69 / 4.69 eV. The total charge is 0.

---

The following is a quantum chemistry calculation of C6H9NOS in the gas phase at a distorted geometry, from OMol25.

CARTESIAN COORDINATES (ANGSTROEM)
C: 2.69681 -0.95303 -1.12700
C: 1.97149 -0.43645 -0.28320
C: 0.06490 -0.69975 1.25009
C: -1.24573 -0.00397 0.92708
C: 1.17972 0.14604 0.76466
C: -1.34650 0.01114 -1.57208
N: -1.17920 0.73669 -0.33775
O: -0.32924 2.76121 0.70679
S: 0.13054 1.73980 -0.25091
H: 3.55304 -1.13065 -1.71133
H: 0.05468 -0.79624 2.28900
H: -0.04930 -1.69225 0.75436
H: -2.13207 -0.74364 1.07083
H: -1.35250 0.78661 1.76442
H: 1.91921 0.61762 1.38353
H: -0.69040 -0.74042 -1.38436
H: -2.31964 -0.33920 -1.87368
H: -0.92580 0.73649 -2.37045

The energy above the lowest of the compared OMol25 structures with the same formula, charge and spin is 328.88 kJ/mol. The HOMO energy comes out at -8.721 eV. The value obtained for the orbital gap is 9.32 eV. The total charge is 0.

---

The following is a quantum chemistry calculation of a molecular structure, C56H48Cl2LaN9O7STe at a distorted geometry, from OMol25.

CARTESIAN COORDINATES (ANGSTROEM)
La: -0.45047 0.72501 -0.65564
Cl: 2.49841 5.08889 3.87774
C: 1.93054 3.47950 3.54810
C: 0.97186 3.28325 2.57166
C: 0.50112 2.00987 2.27668
N: -0.61386 1.82575 1.42898
C: -1.67845 2.62588 1.65714
O: -1.79920 3.51222 2.49902
C: -2.91069 2.29802 0.81578
C: -4.01214 3.13513 0.92226
C: -5.16538 2.81269 0.23085
C: -5.19365 1.64150 -0.51266
C: -4.05398 0.86368 -0.56389
N: -2.92564 1.18846 0.06771
C: 1.07757 0.90033 2.87251
C: 1.99174 1.10352 3.91276
C: 2.40277 2.37874 4.26320
Cl: 3.51523 2.56973 5.58791
N: 0.72035 -0.34316 2.32934
C: 0.73315 -1.48863 2.99659
O: 0.92512 -1.69828 4.20201
C: 0.39008 -2.70542 2.15207
C: -0.17568 -3.79752 2.80754
C: -0.50784 -4.92232 2.07827
C: -0.24183 -4.94617 0.71451
C: 0.36377 -3.83462 0.15474
N: 0.66880 -2.73871 0.84766
H: 0.56837 4.13357 2.04260
H: -3.92542 4.01349 1.54488
H: -6.03394 3.45757 0.27602
H: -6.07330 1.34222 -1.06525
H: -4.03725 -0.05642 -1.13794
H: 2.36032 0.25143 4.45904
H: -0.33366 -3.73407 3.87384
H: -0.96292 -5.77626 2.56554
H: -0.49902 -5.80114 0.10365
H: 0.62210 -3.80979 -0.89946
S: -2.53252 -6.75879 -2.95989
N: -2.78818 -5.96812 -1.55827
C: -2.21082 -4.78902 -1.67063
C: -2.19726 -3.74536 -0.66625
C: -2.77482 -3.90425 0.57684
C: -2.71348 -2.87115 1.50937
C: -2.06484 -1.70059 1.14144
N: -1.50814 -1.50333 -0.04588
C: -1.54570 -2.51017 -0.98386
C: -0.92793 -2.30179 -2.24095
N: -0.36335 -1.06543 -2.52116
C: 0.18478 -0.87359 -3.71356
C: 0.27137 -1.83640 -4.70557
C: -0.29060 -3.09567 -4.44562
C: -0.90563 -3.33250 -3.23915
C: -1.56812 -4.58928 -2.93716
N: -1.67471 -5.61966 -3.74894
H: -3.26120 -4.84465 0.80637
H: -3.14720 -2.96376 2.49448
H: -1.96921 -0.88328 1.85006
H: 0.57800 0.12318 -3.90262
H: 0.73615 -1.60750 -5.65385
H: -0.26993 -3.88902 -5.18280
O: 1.37033 -0.76409 0.01964
H: 1.32178 -1.73472 0.06600
H: 1.12862 -0.59019 1.04954
O: -3.32951 -0.49222 -3.52758
H: -3.14971 0.42516 -3.25704
H: -2.55300 -0.78224 -4.01402
O: -2.60583 2.02690 -2.61723
C: -1.61165 2.75647 -2.69140
O: -0.46026 2.46211 -2.24009
H: -1.70292 3.73136 -3.20346
C: 10.22555 0.36939 1.96633
C: 8.76303 0.40080 1.60802
C: 7.77890 0.27888 2.57485
C: 6.42751 0.32410 2.24688
C: 5.40784 0.21957 3.35948
C: 6.04502 0.48079 0.90705
Te: 3.93167 0.45335 0.52463
N: 4.08078 2.21851 -0.36969
C: 2.86872 2.62096 -0.69357
O: 1.82002 1.94279 -0.49451
C: 2.85227 3.91420 -1.45421
C: 3.83694 4.87064 -1.20170
C: 3.90323 6.02102 -1.96880
C: 3.00202 6.21666 -3.00887
C: 2.02127 5.26934 -3.25894
C: 1.94093 4.12111 -2.48022
C: 4.07188 -1.02906 -1.00974
C: 3.72096 -0.84199 -2.35177
C: 3.35461 0.49389 -2.94062
C: 3.69274 -1.95309 -3.18785
C: 3.96981 -3.23344 -2.73311
C: 3.86931 -4.41556 -3.65872
C: 4.30448 -3.39303 -1.39711
C: 4.35399 -2.31375 -0.52184
C: 4.69654 -2.57225 0.92447
C: 7.02785 0.62468 -0.08424
C: 6.70397 0.86313 -1.53624
C: 8.36588 0.58083 0.28882
H: 10.36396 0.26146 3.04144
H: 10.71854 1.28915 1.64692
H: 10.72525 -0.46283 1.46693
H: 8.06255 0.15932 3.61508
H: 5.87757 0.33211 4.33476
H: 4.89300 -0.74554 3.34515
H: 4.64868 0.99819 3.26576
H: 4.54762 4.69146 -0.40653
H: 4.66275 6.76473 -1.76222
H: 3.07386 7.10321 -3.62739
H: 1.31578 5.41828 -4.06723
H: 1.17410 3.38033 -2.65992
H: 4.08596 1.25818 -2.68722
H: 2.38888 0.82500 -2.55438
H: 3.28675 0.42432 -4.02562
H: 3.43336 -1.81087 -4.23170
H: 4.09262 -4.12621 -4.68557
H: 2.85466 -4.82044 -3.64016
H: 4.55538 -5.20937 -3.36288
H: 4.52033 -4.38656 -1.01759
H: 4.88992 -3.62985 1.09422
H: 3.86770 -2.27724 1.57904
H: 5.58366 -2.01155 1.22288
H: 5.97621 1.66871 -1.62261
H: 6.28682 -0.03323 -1.99736
H: 7.60489 1.13655 -2.08474
H: 9.12310 0.70487 -0.47876

The HOMO energy (spin up / spin down) comes out at -3.066 / -5.205 eV. The value obtained for the orbital gap (spin up / spin down) is 4.71 / 6.95 eV. The total charge is -1. The spin multiplicity is 2.

---

- Look up the total charge of the first one.
  0